# 1
Molecular formula: C5H8N2O3
Method: DFT, ωB97M-V/def2-TZVPD

Summary:
Highest occupied orbital energy in Eh: -0.27658
Molecular weight in Da: 144.1
Lowest unoccupied orbital energy in eV: 0.24
Maximum force in eV/A: 3.156
Energy relative to the best compared isomer or geometry (same formula, charge and spin) in eV: 1.4402

Each line ends with the Löwdin charge.
Geometry (Å):
C1 1.53358 1.08936 0.56386  0.055
C2 -1.26118 1.79845 -0.03382  -0.030
C3 -1.39977 -0.75713 -0.42778  -0.488
C4 1.40038 -0.94789 -0.35384  -0.518
C5 -0.68686 0.42158 -0.04386  -0.237
N1 1.82922 -1.81279 0.59726  0.189
O1 -2.70000 -0.55552 -0.75435  0.096
N2 0.57859 0.20930 0.31479  -0.031
O2 -0.89576 -1.87544 -0.45347  0.051
O3 1.65146 -0.94188 -1.51796  0.147
H1 -3.07593 -1.41652 -0.99234  0.125
H2 1.29357 -1.87740 1.44447  0.114
H3 2.14619 -2.70443 0.23580  0.126
H4 2.49829 0.77365 0.91284  0.078
H5 1.29823 2.14193 0.60311  0.070
H6 -1.09194 2.28309 0.93760  0.084
H7 -0.78640 2.42175 -0.80342  0.090
H8 -2.33169 1.74990 -0.22889  0.078

Cartesian forces (eV/Å) of the 2 atoms listed first:
C -0.83 1.04 0.99
C 0.25 -0.20 0.14

# 2
Molecular formula: C3H8N2O2S
Method: DFT, ωB97M-V/def2-TZVPD

Summary:
Highest occupied orbital energy in Eh: -0.37880
Molecular weight in Da: 136.2
Lowest unoccupied orbital energy in eV: 0.74
Maximum force in eV/A: 2.554
Energy relative to the best compared isomer or geometry (same formula, charge and spin) in eV: 0.7678

Each line ends with the Löwdin charge.
Geometry (Å):
C1 0.70926 0.07469 -0.19458  -0.382
C2 -0.70805 1.76350 1.07102  -0.094
C3 -0.11864 0.35770 1.04175  -0.228
N1 1.23543 -1.27760 -0.15386  -0.064
N2 -0.18690 -0.12853 -1.50295  -0.044
O1 0.57150 -2.48211 -2.36552  -0.275
O2 -1.07835 -2.35400 -0.56598  -0.278
S1 0.03532 -1.78923 -1.24766  0.597
H1 1.44136 0.85408 -0.41371  0.143
H2 0.06906 2.51075 0.92257  0.074
H3 -1.17614 1.94642 2.03587  0.075
H4 -1.45957 1.89130 0.29507  0.068
H5 -0.90444 -0.39858 1.09635  0.107
H6 0.54142 0.21251 1.89996  0.119
H7 2.16134 -1.37847 -0.53918  0.103
H8 -1.13258 0.19757 -1.37914  0.077

Cartesian forces (eV/Å) of the 2 atoms listed first:
C -1.27 0.80 -1.08
C 0.11 -0.28 0.03

# 3
Molecular formula: C15H26N5O2P
Method: DFT, ωB97M-V/def2-TZVPD

Summary:
Highest occupied orbital energy in Eh: -0.32970
Molecular weight in Da: 339.4
Lowest unoccupied orbital energy in eV: 0.20
SMILES string: CC(=O)OCCCP.CC#N.CC#N.CC#N.CC#N.CC#N
Maximum force in eV/A: 1.406

Each line ends with the Löwdin charge.
Geometry (Å):
C1 2.76174 -1.08021 -0.69186  0.026
C2 2.01310 -0.22168 -1.67270  -0.499
O1 2.13475 -0.30002 -2.88170  0.095
O2 1.18267 0.68869 -1.08655  -0.023
C3 -0.19957 0.56005 -1.41855  -0.205
C4 -0.99710 -0.03418 -0.26787  -0.248
C5 -2.45560 -0.24655 -0.72809  -0.499
P1 -2.77788 -1.91248 -1.45742  0.793
H1 2.35995 -2.08705 -0.73134  0.097
H2 2.67842 -0.67109 0.30580  0.044
H3 3.81045 -1.07048 -0.97550  0.088
H4 -0.33573 -0.03863 -2.31923  0.112
H5 -0.59223 1.55310 -1.62838  0.128
H6 -0.96224 0.68886 0.54553  0.107
H7 -0.54671 -0.96076 0.07339  0.089
H8 -3.15398 -0.04609 0.07162  0.028
H9 -2.64701 0.46054 -1.53559  0.062
H10 -2.11431 -1.85720 -2.69809  -0.117
H11 -1.90110 -2.72855 -0.72043  -0.115
C6 3.75662 1.27658 3.47886  -0.069
C7 2.59079 0.55819 2.98966  -0.267
N1 1.67206 -0.00962 2.60389  0.142
H12 4.23815 1.82332 2.66992  0.088
H13 3.46930 1.99361 4.24651  0.079
H14 4.48686 0.59112 3.90074  0.045
C8 -5.83850 1.88334 2.49370  -0.062
C9 -5.55692 1.61656 1.09237  -0.252
N2 -5.33496 1.40269 -0.01181  0.155
H15 -6.38893 1.05447 2.93444  0.085
H16 -4.91221 2.01708 3.04924  0.084
H17 -6.43583 2.78721 2.59563  0.085
C10 -6.08860 -0.09153 -3.09708  -0.087
C11 -7.32160 -0.65431 -3.62337  -0.288
N3 -8.29657 -1.09360 -4.03760  0.117
H18 -5.62048 0.56358 -3.83057  0.082
H19 -6.27536 0.49158 -2.19803  0.041
H20 -5.37861 -0.87604 -2.84111  0.040
C12 3.79232 -1.56824 -5.60760  -0.077
C13 3.90533 -2.76266 -6.43025  -0.289
N4 3.99454 -3.70539 -7.07686  0.118
H21 3.17142 -0.82037 -6.09657  0.084
H22 3.33986 -1.79616 -4.64430  0.062
H23 4.77326 -1.13236 -5.42718  0.082
C14 5.08573 1.11157 7.44298  -0.064
C15 5.84500 0.60205 6.31173  -0.283
N5 6.44658 0.19720 5.42378  0.138
H24 4.81608 0.30007 8.11596  0.086
H25 5.67352 1.83974 7.99839  0.085
H26 4.17068 1.59428 7.10389  0.077

Cartesian forces (eV/Å) of the 2 atoms listed first:
C 0.31 0.77 -0.11
C 0.11 0.16 -1.23

# 4
Molecular formula: C27H34N6O4PtSTe
Method: DFT, ωB97M-V/def2-TZVPD

Summary:
Expectation value of S²: 2.01
Highest occupied orbital energy (alpha / beta) in Eh: -0.48719 / -0.52570
Molecular weight in Da: 861.4
Lowest unoccupied orbital energy (alpha / beta) in eV: -5.60 / -7.19
Maximum force in eV/A: 1.320
Energy relative to the best compared isomer or geometry (same formula, charge and spin) in eV: 0.1624
2S+1: 3
Charge: +2

Each line ends with the Löwdin spin population.
Geometry (Å):
Pt1 1.00511 0.38138 1.19951  1.213
C1 -2.65053 -0.05982 0.92243  0.001
C2 -2.18506 -0.03917 2.33900  0.010
C3 -3.11298 0.12906 3.36814  0.004
C4 -2.68874 0.11143 4.68236  0.001
C5 -1.34321 -0.10234 4.94313  0.004
C6 -0.46939 -0.25402 3.87184  0.010
N1 -0.88899 -0.19608 2.59571  0.101
C7 0.97433 -0.40809 4.09206  0.015
C8 1.51742 -1.04272 5.20551  -0.001
C9 2.89644 -1.06913 5.35271  0.010
C10 3.69347 -0.39606 4.43923  -0.001
C11 3.08395 0.24112 3.36098  0.016
N2 1.75980 0.16783 3.17520  0.061
C12 3.79424 1.08933 2.39702  0.010
C13 4.94683 1.77943 2.75934  0.004
C14 5.53120 2.63536 1.83842  0.001
C15 4.95172 2.76503 0.59119  0.004
C16 3.78744 2.05467 0.29583  0.010
C17 3.13253 2.20212 -1.03296  0.002
N3 3.22464 1.24385 1.18870  0.102
H1 -3.43465 -0.80631 0.79461  0.000
H2 -1.82776 -0.29108 0.25095  0.000
H3 -3.08229 0.90568 0.66172  0.000
H4 -4.15089 0.27783 3.11859  0.000
H5 -3.38931 0.27144 5.48767  0.000
H6 -0.96883 -0.11587 5.95340  0.001
H7 0.88168 -1.51812 5.93416  0.000
H8 3.34536 -1.57514 6.19249  0.001
H9 4.76565 -0.37407 4.55202  0.000
H10 5.34870 1.67969 3.75482  0.001
H11 6.41185 3.20090 2.09999  0.000
H12 5.37976 3.42035 -0.15032  0.000
H13 3.84057 2.56429 -1.77185  0.000
H14 2.32162 2.92656 -0.96496  0.000
H15 2.71961 1.25097 -1.35609  0.000
C18 2.30018 -3.08571 -0.69405  0.031
Te1 1.09171 -2.41247 0.96522  0.273
C19 -0.76836 -2.97210 0.05843  0.027
H16 2.87736 -3.95326 -0.38306  0.007
H17 2.99000 -2.30503 -0.99899  0.003
H18 1.64129 -3.35696 -1.51559  0.000
H19 -0.75186 -4.05203 -0.06944  0.007
H20 -0.93395 -2.47992 -0.89937  0.002
H21 -1.55540 -2.70927 0.75445  0.000
C20 -4.44761 -2.89348 -3.91300  0.000
C21 -3.64563 -2.03692 -4.86078  0.000
S1 -2.27322 -1.20596 -4.01006  0.000
O1 -1.06955 -1.32053 -4.79430  0.000
O2 -2.12868 -1.64548 -2.63051  0.000
C22 -2.67356 0.58981 -3.95223  0.000
C23 -1.37348 1.37702 -3.88092  0.000
N4 -0.93546 1.53516 -2.51373  0.001
C24 -0.05137 0.75841 -1.86565  0.002
N5 0.07064 1.15075 -0.59673  0.040
C25 -0.74780 2.21668 -0.42047  0.017
C26 -1.39186 2.46715 -1.60813  0.003
N6 -2.39327 3.45582 -1.85145  0.000
O3 -2.64060 4.18038 -0.91897  0.000
O4 -2.92246 3.47731 -2.93862  0.000
C27 0.71667 -0.33635 -2.48345  0.000
H22 -5.30414 -3.31803 -4.42965  0.000
H23 -4.80608 -2.30377 -3.07438  0.000
H24 -3.84234 -3.70752 -3.52572  0.000
H25 -4.24158 -1.23881 -5.29370  0.000
H26 -3.17315 -2.61682 -5.64926  0.000
H27 -3.31500 0.75944 -3.09269  0.000
H28 -3.20461 0.83275 -4.86391  0.000
H29 -1.50008 2.36260 -4.33644  0.000
H30 -0.60873 0.81729 -4.42662  0.000
H31 -0.83709 2.76053 0.50431  0.006
H32 1.28403 0.02219 -3.34268  0.000
H33 0.04900 -1.11664 -2.85111  0.000
H34 1.39477 -0.74655 -1.73928  0.001

Cartesian forces (eV/Å) of the 2 atoms listed first:
Pt 0.00 -0.04 -0.13
C -0.01 -0.03 -0.12

# 5
Molecular formula: C19H38N5O7
Method: DFT, ωB97M-V/def2-TZVPD

Summary:
Highest occupied orbital energy in Eh: -0.40457
Molecular weight in Da: 448.5
Lowest unoccupied orbital energy in eV: -2.24
SMILES string: CN[C@@H]1[C@@H](O)[C@@H](O[C@@H]2[C@@H](O)[C@H](O[C@H]3OC(CN)=CC[C@H]3N)[C@@H]([NH3+])C[C@H]2N)OC[C@]1(C)O
Maximum force in eV/A: 0.884
Energy relative to the best compared isomer or geometry (same formula, charge and spin) in eV: 0.5765
Charge: +1

Each line ends with the Löwdin charge.
Geometry (Å):
C1 -5.84396 -2.58266 1.00533  -0.102
N1 -5.69685 -1.15351 0.81563  -0.061
H1 -6.50328 -0.75528 0.34628  0.126
C2 -4.48731 -0.68553 0.17790  -0.233
H2 -3.66973 -1.36840 0.43143  0.161
C3 -4.17738 0.69160 0.79394  -0.266
O1 -4.10029 0.62670 2.18723  0.008
H3 -4.80334 0.01487 2.45778  0.097
C4 -2.85412 1.22598 0.24368  -0.311
O2 -2.87283 1.33768 -1.14823  -0.039
C5 -3.21426 0.13538 -1.82168  -0.101
H4 -3.27604 0.42264 -2.87448  0.144
H5 -2.41101 -0.60351 -1.70109  0.131
C6 -4.54608 -0.49318 -1.36076  -0.489
C7 -4.74843 -1.81062 -2.11762  -0.003
H6 -4.04054 -2.56482 -1.78604  0.092
H7 -5.75942 -2.17434 -1.95486  0.086
H8 -4.61271 -1.65237 -3.18662  0.090
O3 -5.62972 0.38241 -1.59766  0.018
H9 -5.71435 0.53641 -2.54531  0.115
H10 -2.70620 2.25168 0.61162  0.166
O4 -1.81555 0.38533 0.69066  -0.020
C8 -0.51485 0.86577 0.41940  -0.221
H11 -0.46021 1.16452 -0.64052  0.167
C9 0.43017 -0.33217 0.60842  -0.250
O5 0.12094 -1.33782 -0.31928  0.025
H12 -0.79225 -1.60549 -0.15679  0.101
H13 0.33628 -0.72148 1.62979  0.175
C10 1.87429 0.11012 0.33727  -0.208
H14 1.94021 0.30746 -0.73945  0.159
O6 2.78900 -0.91046 0.67550  -0.021
C11 3.36816 -1.59510 -0.41387  -0.291
O7 3.91562 -0.68580 -1.33207  -0.001
C12 5.00526 0.01584 -0.84503  -0.269
C13 5.72337 -0.38092 0.19704  -0.016
C14 5.45953 -1.65959 0.92475  -0.121
H15 5.06175 -1.44195 1.92010  0.123
C15 4.45360 -2.53190 0.16796  -0.321
N2 3.94010 -3.56323 1.03177  0.068
H16 3.33781 -4.20118 0.52506  0.085
H17 3.40266 -3.15106 1.78623  0.081
H18 4.94814 -3.00821 -0.68601  0.163
H19 6.38800 -2.21339 1.06187  0.128
H20 6.54183 0.22843 0.54407  0.119
C16 5.24829 1.27138 -1.64464  -0.142
N3 3.96048 1.91793 -1.95740  0.009
H21 4.12111 2.74301 -2.52860  0.116
H22 3.41575 1.25913 -2.51055  0.108
H23 5.86412 1.96221 -1.06685  0.127
H24 5.79219 1.01038 -2.56093  0.131
H25 2.60121 -2.14710 -0.97555  0.171
C17 2.26974 1.37365 1.13237  -0.209
C18 1.16246 1.81756 2.08355  -0.075
H26 0.99453 1.05378 2.83937  0.138
H27 1.46091 2.73164 2.60095  0.130
C19 -0.13512 2.07277 1.30739  -0.268
N4 0.06760 3.25833 0.45168  0.050
H28 0.03825 4.10352 1.01613  0.116
H29 -0.67783 3.33293 -0.23455  0.106
H30 -0.95219 2.21563 2.02723  0.159
N5 2.56933 2.50476 0.21620  0.147
H31 3.11323 3.21000 0.71310  0.155
H32 3.14482 2.22321 -0.70113  0.083
H33 1.60243 2.93209 0.00967  0.099
H34 3.17449 1.11361 1.69075  0.162
H35 -4.96886 1.38961 0.47919  0.166
H36 -6.73501 -2.75134 1.60821  0.084
H37 -4.98031 -2.95160 1.55922  0.086
H38 -5.93763 -3.16591 0.08184  0.068

Cartesian forces (eV/Å) of the 2 atoms listed first:
C -0.06 -0.13 0.00
N -0.16 0.11 -0.14

# 6
Molecular formula: C4H7NO
Method: DFT, ωB97M-V/def2-TZVPD

Summary:
Highest occupied orbital energy in Eh: -0.35425
Molecular weight in Da: 85.1
Lowest unoccupied orbital energy in eV: 1.00
SMILES string: O[C@H]1C[C@]12C=N2.[H][H]
Maximum force in eV/A: 0.480
Energy relative to the best compared isomer or geometry (same formula, charge and spin) in eV: 5.1933

Each line ends with the Löwdin charge.
Geometry (Å):
O1 1.70176 0.97910 0.26373  -0.018
C1 0.93133 0.17657 -0.57443  -0.312
C2 0.88891 -1.34401 -0.34481  -0.028
C3 -1.65841 -0.54160 0.26469  -0.065
N1 -0.96665 -0.28081 1.28519  0.182
C4 -0.26596 -0.48899 -0.02876  -0.404
H1 1.29990 0.95434 1.14318  0.090
H2 0.98949 0.52638 -1.60349  0.141
H3 1.45362 -1.73839 0.49621  0.113
H4 0.82194 -1.98781 -1.21906  0.101
H5 -2.68527 -0.76992 0.00838  0.113
H6 -1.38496 2.19320 0.50015  0.038
H7 -1.15857 2.39388 -0.17814  0.051

Cartesian forces (eV/Å) of the 2 atoms listed first:
O -0.10 0.00 0.24
C -0.16 -0.03 -0.28